# 1
Formula: C38H22Cl5F12N4O3Zr
Source: OMol25
Level of theory: ωB97M-V/def2-TZVPD

Last column: Löwdin charge in e.
Atoms and positions in Å:
1 Zr 1.26 0.24 -0.24  1.711
2 C -3.44 -2.56 3.96  -0.052
3 C -2.35 -1.67 3.41  -0.277
4 C -1.07 -1.67 3.97  -0.045
5 C -0.08 -0.88 3.45  -0.035
6 C -0.30 -0.05 2.35  -0.286
7 N 0.74 0.75 1.82  -0.079
8 C 1.24 1.76 2.62  -0.202
9 C 0.65 2.10 3.85  -0.016
10 C 1.07 3.18 4.61  -0.051
11 C 2.11 4.01 4.19  -0.284
12 C 2.53 5.22 4.98  -0.065
13 C 2.70 3.69 2.98  0.000
14 C 2.32 2.60 2.20  -0.063
15 C 3.03 2.35 0.88  -0.316
16 O 2.93 1.05 0.43  -0.305
17 C 4.55 2.70 0.93  -0.548
18 F 5.10 2.28 2.07  0.162
19 F 5.22 2.12 -0.07  0.151
20 F 4.79 4.03 0.83  0.135
21 C 2.40 3.24 -0.25  -0.521
22 F 3.07 3.11 -1.40  0.165
23 F 1.13 2.78 -0.48  0.088
24 F 2.29 4.54 0.00  0.175
25 C -1.57 -0.09 1.74  -0.116
26 C -2.57 -0.88 2.30  -0.020
27 C -1.77 0.68 0.42  -0.298
28 O -0.72 0.57 -0.46  -0.286
29 C -2.09 2.19 0.80  -0.525
30 F -1.00 2.89 1.09  0.177
31 F -2.90 2.24 1.87  0.149
32 F -2.72 2.85 -0.20  0.140
33 C -3.01 0.18 -0.39  -0.546
34 F -2.96 -1.15 -0.56  0.133
35 F -4.19 0.47 0.20  0.151
36 F -3.05 0.71 -1.62  0.131
37 H -3.29 -2.76 5.02  0.071
38 H -4.42 -2.10 3.83  0.074
39 H -3.46 -3.52 3.44  0.079
40 H -0.86 -2.31 4.82  0.113
41 H 0.91 -0.87 3.89  0.130
42 H -0.17 1.51 4.21  0.104
43 H 0.57 3.39 5.55  0.108
44 H 2.35 5.07 6.05  0.068
45 H 3.59 5.44 4.83  0.071
46 H 1.97 6.11 4.67  0.074
47 H 3.51 4.32 2.63  0.116
48 H -3.56 -0.90 1.86  0.115
49 Cl 4.68 -1.22 -0.02  0.702
50 C 3.41 -2.20 0.66  -0.665
51 C 2.05 -1.86 0.47  -0.233
52 C 1.18 -2.85 0.93  -0.667
53 Cl -0.50 -2.72 0.51  0.790
54 C 1.55 -3.98 1.66  -0.716
55 Cl 0.37 -5.09 2.25  0.649
56 C 2.90 -4.20 1.91  -0.718
57 Cl 3.40 -5.56 2.85  0.647
58 C 3.83 -3.32 1.38  -0.709
59 Cl 5.52 -3.63 1.64  0.639
60 C 2.87 -0.71 -3.45  -0.073
61 C 2.21 -0.26 -2.20  -0.401
62 O 1.61 0.84 -2.21  -0.200
63 H 3.81 -0.16 -3.51  0.088
64 H 2.27 -0.46 -4.32  0.077
65 H 3.10 -1.78 -3.42  0.069
66 N -6.54 -0.17 -8.28  0.145
67 C -5.71 -0.44 -7.53  -0.186
68 C -4.67 -0.79 -6.60  -0.237
69 C -4.05 -2.03 -6.69  -0.025
70 C -3.04 -2.37 -5.80  -0.002
71 C -2.65 -1.47 -4.82  -0.166
72 C -3.27 -0.23 -4.73  0.012
73 C -4.27 0.11 -5.61  -0.012
74 N -1.62 -1.81 -3.92  -0.003
75 C -1.14 -3.09 -3.63  -0.042
76 C -0.15 -2.91 -2.72  -0.134
77 N -0.01 -1.57 -2.43  0.052
78 C -0.89 -0.95 -3.16  -0.136
79 H -4.36 -2.73 -7.45  0.120
80 H -2.55 -3.33 -5.90  0.107
81 H -2.99 0.46 -3.94  0.101
82 H -4.75 1.07 -5.54  0.125
83 H -1.55 -3.98 -4.06  0.109
84 H 0.46 -3.66 -2.24  0.103
85 H -1.01 0.12 -3.17  0.135

The value obtained for the strongest force on any atom is 1.94 eV/Å. The total charge is -1. Its spin multiplicity is 1. For the HOMO-LUMO gap, the calculation gives 0.228 Eh. Its energy relative to the best compared isomer or geometry (same formula, charge and spin) is 147.4 kJ/mol.

---

# 2
Formula: C38H23BrCl7N4O4SZr
Source: OMol25
Level of theory: ωB97M-V/def2-TZVPD

Last column: Löwdin charge in e.
Atoms and positions in Å:
1 Zr -1.22 -1.04 -1.29  1.941
2 Br -2.53 -6.75 3.19  0.785
3 C -1.81 -5.36 2.15  -0.683
4 C -0.95 -4.43 2.74  -0.079
5 C -0.42 -3.40 1.99  0.018
6 C -0.75 -3.26 0.64  -0.301
7 O -0.25 -2.23 -0.06  -0.236
8 C -1.63 -4.19 0.05  -0.132
9 C -2.08 -4.11 -1.32  -0.030
10 N -1.88 -3.12 -2.11  -0.015
11 C -2.46 -3.09 -3.40  -0.191
12 C -3.49 -3.87 -3.86  0.021
13 C -3.92 -3.78 -5.20  -0.038
14 C -3.31 -2.91 -6.06  -0.008
15 C -2.29 -2.05 -5.60  -0.138
16 C -1.60 -1.15 -6.44  0.030
17 C -0.62 -0.36 -5.92  -0.017
18 C -0.37 -0.41 -4.54  -0.099
19 N -1.00 -1.22 -3.71  0.010
20 C -1.91 -2.10 -4.25  -0.151
21 C -2.13 -5.25 0.82  -0.072
22 H -0.70 -4.52 3.78  0.115
23 H 0.25 -2.67 2.43  0.127
24 H -2.65 -4.97 -1.66  0.137
25 H -3.98 -4.58 -3.20  0.119
26 H -4.72 -4.41 -5.53  0.119
27 H -3.62 -2.86 -7.10  0.125
28 H -1.86 -1.10 -7.49  0.133
29 H -0.05 0.32 -6.53  0.119
30 H 0.36 0.25 -4.10  0.092
31 H -2.81 -5.97 0.37  0.117
32 Cl -3.28 0.80 4.76  0.696
33 C -3.28 0.17 3.16  -0.699
34 C -4.11 -0.89 2.83  -0.702
35 Cl -5.14 -1.59 4.01  0.699
36 C -4.11 -1.40 1.53  -0.611
37 Cl -5.10 -2.73 1.07  0.732
38 C -3.28 -0.83 0.58  -0.375
39 O -3.16 -1.28 -0.69  -0.254
40 C -2.41 0.20 0.92  -0.370
41 O -1.55 0.58 -0.06  -0.263
42 C -2.42 0.72 2.21  -0.597
43 Cl -1.33 1.99 2.60  0.774
44 Cl 0.41 7.25 2.45  0.705
45 C 1.28 5.83 1.99  -0.657
46 C 0.59 4.72 1.53  -0.100
47 C 1.31 3.59 1.17  -0.057
48 C 2.70 3.55 1.24  -0.195
49 C 3.44 2.31 0.82  -0.313
50 C 3.50 2.15 -0.71  -0.026
51 N 2.23 1.74 -1.29  -0.034
52 C 1.29 2.56 -1.88  -0.026
53 C 0.23 1.76 -2.19  -0.137
54 N 0.52 0.46 -1.80  -0.092
55 C 1.72 0.50 -1.25  -0.108
56 O 2.86 1.11 1.30  -0.126
57 C 2.62 1.07 2.71  -0.133
58 C 3.76 1.59 3.54  -0.332
59 C 5.06 1.17 3.46  -0.977
60 Cl 5.67 -0.05 2.41  0.685
61 S 6.10 1.99 4.54  1.011
62 C 4.79 2.91 5.15  -0.401
63 C 3.62 2.61 4.53  -0.144
64 C 3.36 4.68 1.71  -0.570
65 Cl 5.09 4.73 1.84  0.756
66 C 2.66 5.83 2.08  -0.118
67 H -0.49 4.74 1.48  0.100
68 H 0.77 2.71 0.85  0.092
69 H 4.48 2.38 1.14  0.097
70 H 4.26 1.42 -0.98  0.143
71 H 3.77 3.11 -1.15  0.146
72 H 1.45 3.61 -2.00  0.139
73 H -0.71 2.04 -2.62  0.121
74 H 2.24 -0.33 -0.80  0.154
75 H 2.42 0.02 2.93  0.136
76 H 1.72 1.65 2.95  0.102
77 H 4.96 3.64 5.93  0.075
78 H 2.68 3.09 4.75  0.123
79 H 3.20 6.69 2.45  0.110

The value obtained for the strongest force on any atom is 0.47 eV/Å. The total charge is +1. Its spin multiplicity is 1. For the HOMO-LUMO gap, the calculation gives 0.236 Eh. Its energy relative to the best compared isomer or geometry (same formula, charge and spin) is 48.2 kJ/mol.

---

# 3
Formula: C38H25FHfI2N2O4
Source: OMol25
Level of theory: ωB97M-V/def2-TZVPD

Last column: Löwdin charge in e.
Atoms and positions in Å:
1 Hf 0.41 0.20 -1.73  1.649
2 C -4.02 6.53 -1.00  -0.017
3 C -3.10 6.13 0.15  -0.299
4 C -3.75 6.24 1.52  -0.129
5 C -4.91 5.26 1.64  -0.126
6 C -4.49 3.87 1.24  -0.123
7 C -5.18 2.77 1.69  0.067
8 C -4.78 1.49 1.34  -0.249
9 F -5.48 0.45 1.81  0.085
10 C -3.69 1.26 0.55  0.086
11 C -2.96 2.37 0.08  -0.037
12 C -1.78 2.16 -0.73  -0.253
13 O -1.45 0.97 -1.06  -0.134
14 C -1.03 3.30 -1.09  -0.020
15 C -1.52 4.54 -0.77  0.058
16 N -2.63 4.75 -0.06  0.027
17 C -3.36 3.67 0.42  -0.059
18 C 0.30 3.23 -1.81  -0.551
19 O 0.64 4.13 -2.52  0.112
20 O 0.98 2.14 -1.52  -0.149
21 H -4.39 7.54 -0.85  0.093
22 H -4.87 5.85 -1.08  0.087
23 H -3.49 6.50 -1.95  0.089
24 H -2.21 6.76 0.13  0.149
25 H -4.08 7.26 1.67  0.125
26 H -3.00 6.02 2.28  0.132
27 H -5.75 5.59 1.02  0.123
28 H -5.28 5.25 2.67  0.126
29 H -6.04 2.90 2.34  0.138
30 H -3.37 0.26 0.30  0.138
31 H -0.98 5.42 -1.11  0.159
32 I 3.17 0.80 -5.84  0.933
33 C 2.53 -0.98 -4.97  -0.645
34 C 3.18 -2.20 -5.23  -0.214
35 C 2.77 -3.35 -4.63  -0.658
36 I 3.81 -5.12 -5.07  0.920
37 C 1.68 -3.35 -3.73  -0.198
38 C 1.18 -4.48 -3.04  -0.008
39 C 0.14 -4.34 -2.16  -0.024
40 C -0.41 -3.07 -1.95  -0.112
41 N 0.00 -2.00 -2.60  0.001
42 C 1.02 -2.13 -3.49  -0.169
43 C 1.46 -0.91 -4.11  -0.440
44 O 0.81 0.19 -3.75  -0.262
45 H 4.02 -2.20 -5.91  0.081
46 H 1.65 -5.44 -3.18  0.068
47 H -0.23 -5.18 -1.60  0.103
48 H -1.19 -2.92 -1.21  0.120
49 C 1.41 -0.85 -0.29  -0.217
50 C 1.91 -1.61 0.59  -0.179
51 C 2.42 -2.41 1.53  -0.200
52 C 3.30 -1.88 2.58  -0.181
53 C 3.55 -2.58 3.77  -0.050
54 C 4.37 -2.06 4.76  -0.102
55 C 4.96 -0.81 4.60  -0.118
56 C 4.72 -0.10 3.43  -0.101
57 C 3.91 -0.62 2.44  -0.040
58 C 2.02 -3.84 1.49  -0.193
59 C 2.94 -4.88 1.65  -0.045
60 C 2.54 -6.20 1.59  -0.090
61 C 1.21 -6.53 1.37  -0.111
62 C 0.28 -5.51 1.22  -0.117
63 C 0.68 -4.18 1.28  -0.053
64 H 3.09 -3.55 3.92  0.105
65 H 4.54 -2.62 5.66  0.096
66 H 5.59 -0.40 5.38  0.090
67 H 5.17 0.88 3.29  0.096
68 H 3.74 -0.06 1.53  0.103
69 H 3.98 -4.63 1.82  0.118
70 H 3.28 -6.99 1.71  0.098
71 H 0.90 -7.56 1.34  0.093
72 H -0.77 -5.75 1.08  0.097
73 H -0.04 -3.38 1.18  0.107

The value obtained for the strongest force on any atom is 0.55 eV/Å. The total charge is 0. Its spin multiplicity is 1. For the HOMO-LUMO gap, the calculation gives 0.152 Eh. Its energy relative to the best compared isomer or geometry (same formula, charge and spin) is 51.3 kJ/mol.